Density functional theory data (ωB97M-V/def2-TZVPD) for 12 unconnected molecules or ions with the total composition C40H112F6N10O11P.

Each line ends with the Mulliken charge.
Cartesian coordinates (Å):
P (-0.275, -0.151, 0.644)  2.010
F (-0.493, 1.484, 0.752)  -0.503
F (0.988, 0.087, -0.384)  -0.187
F (0.757, -0.099, 1.906)  -0.474
F (-0.101, -1.776, 0.451)  -0.439
F (-1.474, -0.293, 1.667)  -0.169
F (-1.285, -0.257, -0.599)  -0.659
C (4.581, 0.522, 2.536)  -1.520
C (4.216, -0.931, 2.177)  1.762
C (5.472, -1.697, 1.734)  -1.065
O (5.830, -1.174, 0.454)  -0.013
C (7.018, -1.745, -0.022)  -0.914
N (3.591, -1.563, 3.300)  -0.445
H (5.118, 0.655, 3.506)  0.346
H (3.604, 1.007, 2.467)  0.064
H (5.162, 1.010, 1.794)  0.469
H (3.559, -1.001, 1.289)  -0.529
H (5.249, -2.779, 1.589)  0.365
H (6.279, -1.509, 2.467)  0.405
H (6.851, -2.720, -0.459)  0.313
H (7.752, -1.773, 0.784)  0.328
H (7.310, -1.087, -0.835)  0.219
H (2.805, -1.087, 3.688)  0.020
H (3.281, -2.528, 3.154)  0.311
C (2.814, -3.416, -8.150)  -1.573
C (3.580, -4.342, -7.186)  0.120
C (3.671, -3.661, -5.791)  0.017
O (4.191, -4.485, -4.784)  -0.477
C (3.594, -4.356, -3.505)  -0.187
N (2.882, -5.665, -7.245)  -0.735
H (1.798, -3.281, -7.995)  0.416
H (3.007, -3.845, -9.152)  0.372
H (3.240, -2.461, -8.133)  0.433
H (4.495, -4.402, -7.725)  0.343
H (2.582, -3.409, -5.570)  -0.098
H (4.210, -2.729, -5.857)  0.342
H (4.165, -3.620, -2.996)  0.228
H (3.733, -5.368, -2.986)  0.295
H (2.543, -4.064, -3.601)  -0.141
H (1.892, -5.511, -7.191)  0.276
H (3.175, -6.162, -6.369)  0.310
C (-1.508, -4.089, -3.848)  -1.567
C (-0.159, -3.633, -3.400)  0.194
C (-0.161, -2.146, -3.192)  2.446
O (-0.749, -1.435, -4.329)  -0.531
C (-0.922, -0.080, -4.099)  -0.509
N (0.262, -4.300, -2.159)  -0.602
H (-2.238, -3.617, -3.148)  -0.071
H (-1.490, -5.153, -3.869)  0.509
H (-1.748, -3.679, -4.775)  0.419
H (0.594, -4.006, -4.123)  0.189
H (0.889, -1.774, -2.916)  -0.516
H (-0.715, -1.949, -2.264)  -0.813
H (-1.344, 0.115, -3.093)  0.031
H (-1.614, 0.339, -4.861)  0.308
H (-0.009, 0.496, -4.101)  0.262
H (1.180, -3.905, -1.905)  0.148
H (-0.472, -4.119, -1.452)  0.232
C (4.974, 2.377, -1.901)  -1.418
C (3.502, 2.177, -1.984)  0.219
C (3.223, 0.735, -2.348)  1.478
O (3.824, 0.423, -3.553)  -0.551
C (3.146, -0.612, -4.177)  -0.123
N (2.904, 2.557, -0.681)  -0.431
H (5.528, 1.594, -1.253)  0.079
H (5.282, 3.417, -1.625)  0.370
H (5.427, 2.241, -2.905)  0.381
H (3.167, 2.858, -2.747)  0.359
H (2.097, 0.568, -2.394)  -0.547
H (3.579, 0.044, -1.539)  -0.517
H (3.416, -1.585, -3.749)  0.121
H (3.588, -0.782, -5.166)  0.237
H (2.116, -0.262, -4.312)  0.173
H (3.159, 1.895, 0.068)  0.042
H (1.881, 2.651, -0.739)  0.147
C (-5.675, -2.751, -5.824)  -1.392
C (-5.660, -1.361, -5.148)  0.289
C (-4.612, -1.362, -4.095)  -0.169
O (-4.742, -0.128, -3.369)  -0.360
C (-4.530, -0.232, -1.982)  -0.284
N (-5.673, -0.232, -6.042)  -0.752
H (-6.285, -2.812, -6.740)  0.377
H (-6.032, -3.358, -4.991)  0.402
H (-4.662, -3.030, -6.086)  0.239
H (-6.658, -1.321, -4.628)  0.262
H (-3.582, -1.497, -4.458)  0.023
H (-4.742, -2.265, -3.533)  0.312
H (-5.232, -1.027, -1.624)  0.295
H (-4.679, 0.716, -1.455)  0.102
H (-3.487, -0.534, -1.800)  0.087
H (-4.789, -0.186, -6.511)  0.264
H (-5.781, 0.633, -5.497)  0.317
C (-3.156, 4.378, -2.100)  -1.370
C (-2.279, 5.610, -1.845)  1.114
C (-0.797, 5.255, -1.545)  -0.489
O (-0.152, 6.451, -1.087)  -0.393
C (1.294, 6.157, -0.908)  -0.627
N (-2.512, 6.581, -2.890)  -0.845
H (-4.125, 4.690, -2.438)  0.425
H (-3.269, 3.739, -1.249)  0.146
H (-2.659, 3.779, -2.859)  0.352
H (-2.629, 6.006, -0.853)  -0.165
H (-0.237, 4.936, -2.481)  0.469
H (-0.715, 4.435, -0.862)  0.026
H (1.719, 7.072, -0.567)  0.334
H (1.680, 5.891, -1.954)  0.249
H (1.348, 5.272, -0.290)  0.230
H (-1.866, 7.337, -2.834)  0.305
H (-3.406, 7.010, -2.720)  0.264
C (-3.823, 7.338, 2.888)  -1.574
C (-2.509, 6.553, 2.774)  0.570
C (-2.566, 5.208, 1.991)  -0.292
O (-3.108, 4.103, 2.746)  -0.462
C (-3.196, 2.997, 1.844)  -0.399
N (-1.478, 7.378, 2.143)  -0.529
H (-4.602, 6.731, 3.289)  0.360
H (-4.099, 7.791, 1.948)  0.342
H (-3.697, 8.203, 3.626)  0.377
H (-2.282, 6.172, 3.834)  0.057
H (-1.580, 4.954, 1.666)  0.040
H (-3.165, 5.309, 1.046)  0.369
H (-3.914, 3.216, 1.048)  0.356
H (-3.577, 2.251, 2.521)  0.249
H (-2.202, 2.761, 1.446)  0.114
H (-0.593, 6.879, 2.088)  0.167
H (-1.316, 8.314, 2.520)  0.269
C (-4.911, -3.734, 0.867)  -1.682
C (-3.443, -3.228, 1.121)  1.016
C (-2.974, -4.076, 2.315)  -0.304
O (-3.703, -3.666, 3.437)  -0.427
C (-3.102, -2.567, 4.047)  -0.156
N (-2.606, -3.379, -0.069)  -0.493
H (-4.840, -4.716, 0.367)  0.378
H (-5.479, -3.012, 0.283)  0.341
H (-5.424, -3.897, 1.843)  0.377
H (-3.450, -2.140, 1.297)  -0.014
H (-1.857, -3.918, 2.455)  -0.047
H (-3.224, -5.105, 2.085)  0.436
H (-3.041, -1.713, 3.374)  0.132
H (-2.178, -2.873, 4.457)  -0.125
H (-3.751, -2.304, 4.818)  0.382
H (-1.850, -2.680, 0.019)  -0.143
H (-3.147, -3.048, -0.874)  0.095
C (1.366, 4.310, 5.439)  -1.765
C (0.946, 3.244, 4.458)  0.808
C (-0.118, 2.349, 5.085)  -0.440
O (0.114, 2.104, 6.467)  -0.417
C (-1.013, 1.508, 7.042)  -0.473
N (0.415, 3.830, 3.244)  -0.426
H (0.728, 5.202, 5.523)  0.280
H (2.292, 4.744, 5.136)  0.469
H (1.451, 4.015, 6.499)  0.324
H (1.811, 2.622, 4.205)  0.023
H (-0.269, 1.432, 4.518)  0.357
H (-1.144, 2.892, 5.042)  0.331
H (-1.926, 1.993, 6.649)  0.315
H (-0.987, 1.707, 8.113)  0.258
H (-1.123, 0.421, 6.868)  0.036
H (0.548, 3.276, 2.440)  0.299
H (-0.546, 4.091, 3.386)  0.020
C (0.503, -3.535, 4.913)  -1.908
C (0.374, -2.228, 5.754)  0.979
C (1.064, -2.242, 7.088)  -0.943
O (0.408, -3.244, 7.882)  -0.325
C (0.823, -3.150, 9.204)  -0.822
N (0.989, -1.124, 5.063)  0.003
H (-0.280, -4.268, 5.130)  0.386
H (1.387, -4.058, 5.227)  0.349
H (0.490, -3.362, 3.888)  0.444
H (-0.685, -2.261, 5.908)  0.007
H (0.998, -1.301, 7.594)  0.530
H (2.139, -2.568, 6.907)  0.327
H (0.416, -3.999, 9.718)  0.261
H (0.586, -2.212, 9.600)  0.339
H (1.928, -3.209, 9.272)  0.299
H (1.281, -0.328, 5.574)  0.208
H (0.659, -0.927, 4.175)  -0.165
O (2.436, -2.643, -0.785)  -0.664
H (1.910, -1.919, -0.488)  -0.085
H (3.314, -2.298, -1.014)  0.177

Forces on the atoms, in the same order (eV/Å):
0.712 0.786 -0.383
0.528 -0.528 -0.490
-0.508 -0.181 0.513
-0.018 -0.314 -0.469
0.502 0.442 0.950
-0.713 -0.823 0.502
-0.360 0.724 -0.342
-1.121 -0.550 0.249
0.785 -0.387 -0.621
-0.601 0.071 -0.257
-0.288 -0.061 0.637
-0.310 0.798 -0.277
0.524 -1.292 0.769
-0.811 -0.361 -0.554
0.103 0.578 0.783
0.714 0.160 -0.949
0.116 0.680 0.066
0.219 0.406 0.497
-0.112 -0.397 -0.239
-0.002 -0.623 0.118
0.334 -0.123 -0.194
0.527 0.022 -0.049
-0.387 0.490 0.144
0.280 0.544 -0.274
1.985 -1.568 -0.806
-1.964 0.353 -0.237
-1.933 -0.611 -0.546
-0.016 -0.687 -0.699
0.296 -1.803 -0.264
1.912 0.189 1.655
-2.111 -0.161 0.548
-0.469 0.340 0.311
0.798 1.600 -0.041
1.333 -0.557 0.356
1.038 -0.095 0.060
0.356 0.380 -0.142
0.232 0.815 1.017
-0.467 1.494 -0.598
0.201 -0.199 0.276
-0.490 0.069 0.203
-0.562 0.314 -1.096
-0.222 0.643 1.862
1.096 -0.660 -0.105
1.144 1.417 -0.084
0.820 -1.394 0.786
-1.121 0.970 0.626
-0.477 0.275 -0.137
0.127 -0.911 -0.206
-0.565 -0.857 0.130
-0.303 0.526 -1.807
-0.323 0.708 -0.183
-1.179 -0.289 -0.783
-0.402 0.130 -0.259
-0.138 -0.156 -0.363
0.431 -0.326 0.401
0.693 0.151 -0.291
-0.904 -0.214 0.537
0.937 -0.096 -0.081
2.913 -0.186 -0.132
0.100 -0.199 1.787
-1.719 -0.293 1.097
0.756 0.332 -0.488
0.896 -0.274 -1.527
-0.319 0.101 -0.268
-1.047 1.299 -0.622
-0.479 -0.893 0.218
-0.296 -0.109 0.393
-0.663 0.162 -0.351
1.122 0.232 -0.048
-0.080 0.525 -0.292
-1.137 0.025 0.756
-0.118 0.669 -0.191
-0.186 -1.123 0.184
-0.367 0.355 -0.679
0.683 -0.474 0.156
0.106 0.959 0.218
-2.095 -0.619 -0.344
0.793 1.048 0.389
-0.067 -0.101 -0.452
0.208 -1.287 0.080
-0.281 0.574 0.013
-0.026 0.085 0.644
-0.037 -0.721 -0.621
0.301 -0.311 -0.079
0.843 0.145 -0.148
-0.040 0.468 -0.370
-0.409 -0.369 1.233
0.542 0.624 0.364
-0.265 -0.103 -0.439
-0.216 -0.086 0.248
0.546 0.252 -0.380
0.218 -0.577 -0.316
1.328 0.198 -0.542
-0.255 -0.578 2.355
-0.023 1.567 -2.469
1.162 -1.027 0.297
-2.352 -0.457 -2.663
0.133 -0.298 -0.518
-0.514 0.080 -0.274
-0.012 -0.229 0.764
-0.250 -0.159 -0.401
0.313 0.006 -0.586
-0.765 0.120 0.607
-0.116 -0.493 0.846
0.551 0.313 0.566
-0.126 0.349 1.412
0.610 0.053 0.525
0.787 0.492 0.147
-0.377 -0.018 -0.103
1.268 1.192 0.921
0.079 -0.964 1.253
-1.712 0.611 -0.265
0.571 1.527 -0.873
-0.009 0.473 1.098
0.064 -0.215 0.001
-0.667 -0.566 0.108
-0.190 -0.058 -0.443
-0.007 -1.069 -0.883
0.086 0.749 -0.982
0.981 -0.165 -0.185
0.277 0.136 0.698
0.045 -0.102 -0.079
-0.015 -0.895 -0.391
-0.308 -0.242 -0.031
-0.145 0.203 0.017
-0.348 -0.644 0.139
0.795 0.082 0.520
-1.405 -0.155 -0.449
1.237 1.380 -0.938
-0.131 -0.864 0.068
-0.568 0.137 -0.942
0.361 0.225 -0.412
-0.141 0.411 -0.060
-0.107 -0.151 -0.191
0.355 0.274 -0.725
-0.291 -0.384 0.888
-1.069 -0.484 0.026
0.257 -0.310 0.129
0.459 0.089 -0.096
1.365 0.053 0.365
-1.010 0.621 1.562
-0.324 -0.664 -0.126
0.158 -0.237 0.232
-0.011 1.111 1.265
-0.522 -0.477 0.555
-1.772 1.061 0.303
0.206 -0.522 -0.522
-0.752 0.076 0.297
0.531 0.998 0.728
-0.534 -0.441 -0.552
0.944 0.151 -0.264
0.180 -0.466 -0.636
-0.001 0.148 -0.021
0.152 -0.331 -0.079
1.417 -0.506 -0.180
0.135 -0.177 0.138
0.106 -0.175 0.078
0.307 0.280 -0.102
-0.144 -0.804 -0.900
-0.322 -0.080 -0.248
0.189 -0.364 2.615
0.619 -0.621 -0.863
0.345 -2.885 -0.348
0.221 0.538 -0.724
1.595 -1.304 -0.713
0.388 -1.060 0.607
-0.252 0.364 0.116
0.878 -0.181 -0.282
0.151 0.519 -1.876
-1.042 1.307 0.441
0.087 0.849 0.235
-0.923 0.646 0.431
-0.368 -0.131 0.589
-0.833 1.458 1.051
-0.172 -0.186 -0.005
-0.167 0.669 0.583
-0.857 0.566 -1.887
1.281 -1.099 -0.582
-0.663 1.083 0.392
-0.452 0.087 0.245

As for the multiplicity: 1. As for the gap between HOMO and LUMO: 0.33560 Ha. As for the total charge: -1.